(1)
The following is a quantum chemistry calculation of a structure of composition C36H30Cl4N9O5Rh, from the OMol25 dataset.

Each line ends with the Löwdin spin population.
CARTESIAN COORDINATES (ANGSTROEM)
C (-0.879, 2.045, -3.383)  0.0008
Cl (-1.147, 2.692, 4.553)  0.0094
H (-0.316, 3.341, -6.992)  0.0000
C (3.055, -0.189, -2.276)  -0.0010
H (-2.528, -1.282, 0.442)  0.0008
C (-1.029, 3.821, -5.024)  0.0001
C (-0.202, -2.529, 4.156)  0.0154
H (-0.710, 4.925, 0.745)  0.0000
O (2.943, 0.560, -3.427)  -0.0011
C (-4.379, 1.292, 1.622)  0.0091
C (1.997, -0.100, -1.362)  0.0112
N (-1.712, -4.344, 2.887)  0.0880
C (-4.037, -0.008, 1.297)  -0.0008
H (4.921, -1.081, -2.803)  0.0008
O (-0.177, 0.595, 2.694)  0.3093
H (3.199, -2.257, 0.932)  0.0058
C (-0.272, 0.922, -1.234)  0.0086
O (2.268, -0.250, 2.347)  0.2148
H (-4.722, -0.823, 1.499)  -0.0003
H (-2.367, -5.044, 5.919)  0.0009
H (-2.282, -5.183, 0.669)  0.0012
C (-2.807, -0.268, 0.703)  0.0082
C (-0.483, 2.984, -5.982)  0.0000
C (-1.602, 4.343, 0.956)  0.0001
C (-1.901, -4.353, -1.270)  0.0812
H (-1.605, 4.001, -2.958)  0.0000
C (-1.023, -3.408, 2.206)  0.1518
H (-2.972, -5.741, 4.458)  -0.0002
H (1.137, 1.180, -2.642)  0.0000
H (0.578, -1.779, 5.850)  0.0000
H (1.151, -0.998, 4.413)  0.0027
N (-0.245, -2.439, 2.813)  0.1190
C (3.942, 1.576, -3.574)  -0.0002
H (-2.451, 4.788, 0.434)  0.0000
H (4.946, 1.162, -3.476)  0.0001
H (1.538, -0.468, -5.226)  0.0000
C (-1.258, -3.291, -1.963)  0.1131
C (4.180, -1.780, -0.900)  0.0000
C (3.143, -1.686, 0.014)  0.0256
O (-0.104, -0.083, -4.004)  0.0003
N (-0.873, -3.404, 4.904)  0.0597
N (-0.626, 0.442, -0.095)  0.1111
N (-1.125, 1.612, -2.060)  0.0033
H (-0.027, -1.083, -5.833)  0.0000
C (-3.494, 2.332, 1.356)  -0.0009
H (0.266, 1.025, -6.417)  0.0000
Rh (0.673, -1.096, 1.245)  1.5987
C (0.710, 1.127, 3.387)  0.1161
H (-2.456, -5.107, -1.817)  0.0031
H (-0.069, -1.555, -1.757)  -0.0005
H (3.809, 2.361, -2.827)  0.0000
C (0.469, 2.148, 4.364)  0.0509
Cl (1.190, 3.842, 6.309)  0.0172
C (2.076, 0.638, 3.218)  0.1345
H (-1.795, 4.355, 2.029)  0.0001
H (-1.912, 2.029, -1.594)  0.0000
C (-0.557, -2.368, -1.244)  0.0263
N (0.979, 0.785, -1.734)  0.0027
H (-3.764, 3.347, 1.624)  -0.0002
C (2.035, -0.873, -0.214)  0.0166
C (-1.090, -3.410, 0.796)  0.1521
H (-1.299, 4.841, -5.271)  0.0000
C (1.492, 2.622, 5.137)  0.0660
O (-1.338, 3.025, 0.495)  0.0021
N (-2.264, -5.214, 4.935)  0.0099
C (-0.146, 1.675, -5.657)  0.0000
H (-1.325, -3.191, -3.038)  0.0071
H (0.762, -1.853, -4.438)  0.0002
N (0.610, -1.708, 4.851)  -0.0004
N (-0.452, -2.391, 0.108)  0.1973
C (2.825, 2.104, 4.988)  0.1103
C (3.102, 1.127, 4.062)  0.0143
Cl (4.075, 2.704, 5.995)  0.0350
H (5.023, -2.431, -0.706)  -0.0005
C (-1.598, -4.281, 4.205)  0.0299
C (4.131, -1.023, -2.062)  0.0124
H (-5.334, 1.511, 2.086)  0.0006
C (-2.260, 2.063, 0.781)  0.0076
C (-0.367, 1.189, -4.374)  0.0000
C (-1.812, -4.405, 0.084)  0.0436
C (-1.207, 3.349, -3.730)  0.0002
H (3.823, 1.997, -4.569)  0.0000
C (-1.901, 0.750, 0.441)  0.0021
Cl (4.673, 0.460, 3.868)  -0.0032
C (0.580, -0.909, -4.942)  0.0001

The orbital gap (alpha / beta) comes out at 5.73 / 6.29 eV. Its expectation value of S² is 6.043. Its LUMO energy (alpha / beta) is 0.46 / -1.69 eV. The calculation puts the total energy at -114564.7263 eV. Its spin multiplicity is 5. The value obtained for the relative energy (zero: lowest compared OMol25 entry of this formula, charge and spin) is 0.00 kcal/mol.

***

(2)
The following is a quantum chemistry calculation of a structure of composition C36H30CoN8OSe at a distorted geometry, from the OMol25 dataset.

Each line ends with the Löwdin charge.
CARTESIAN COORDINATES (ANGSTROEM)
H (-4.103, 3.443, -1.174)  0.1132
Co (-0.291, 0.525, -0.700)  0.6671
N (0.414, -3.778, -5.501)  -0.2541
C (0.581, 0.209, 5.771)  -0.0212
C (-0.199, -1.531, -5.478)  -0.3271
H (0.139, 3.971, 1.592)  0.1421
H (2.079, 3.533, 3.400)  0.1223
O (0.010, -0.840, 1.054)  -0.0842
C (2.516, -0.277, 4.431)  -0.0633
C (-3.336, 2.615, -2.960)  -0.0062
C (2.167, 1.633, 0.613)  -0.0598
H (0.978, -4.710, -3.035)  0.1181
C (1.008, -2.263, -0.578)  -0.2271
C (-2.459, 0.008, 3.640)  -0.0615
C (-0.937, 0.834, -5.453)  0.0896
C (-0.892, 1.960, -3.220)  -0.2000
C (0.196, 2.874, 1.622)  -0.1366
Se (-0.083, -3.428, -7.143)  1.1395
N (0.581, -1.199, -1.426)  0.0440
H (-2.521, -0.463, 1.534)  0.1107
H (-1.673, -2.928, 1.376)  0.1223
H (3.590, -0.379, 4.353)  0.1108
C (0.325, -0.335, 3.409)  -0.0964
H (1.689, -2.782, 1.937)  0.0943
C (2.473, 2.878, 2.635)  -0.0354
N (-0.590, 2.320, 0.551)  0.0420
C (3.487, 1.218, 0.664)  -0.0715
C (-2.457, 2.062, -0.755)  -0.3569
C (1.099, -3.598, -1.235)  0.0066
C (0.403, -1.369, -2.716)  -0.1787
C (3.787, 2.453, 2.697)  -0.0733
H (-1.856, -1.551, -0.962)  0.0437
H (3.890, 0.587, -0.115)  0.1111
N (-0.122, 0.924, -2.720)  0.0817
H (2.175, -0.669, 2.370)  0.0990
C (1.727, -0.458, 3.329)  -0.0385
C (-1.407, 1.967, -4.688)  -0.1063
H (4.426, 2.773, 3.506)  0.1124
H (1.365, -4.427, -0.598)  0.1189
H (-2.096, 0.446, 5.691)  0.1168
H (-1.468, 2.922, -5.193)  0.1507
H (-0.669, 2.925, -2.780)  0.1592
C (1.642, 2.446, 1.604)  -0.2105
H (2.005, -1.991, -0.183)  0.1502
C (-3.402, 2.761, -1.631)  -0.0197
C (1.935, 0.053, 5.665)  -0.0622
C (-1.895, -0.349, 2.409)  -0.0179
H (-3.529, 0.137, 3.709)  0.1089
C (-0.538, -0.523, 2.295)  -0.2265
N (-2.020, 0.884, -0.960)  0.1053
H (1.533, 1.314, -0.230)  0.0677
C (0.907, -3.744, -2.562)  -0.0084
H (0.447, -3.904, 1.918)  0.1086
H (-3.023, -2.744, -0.373)  0.0923
N (-0.468, -1.749, -6.742)  -0.2410
C (-1.983, -2.588, -0.639)  -0.0684
H (-2.217, 3.602, 0.860)  0.1502
C (4.293, 1.619, 1.714)  -0.0796
C (-1.767, 2.770, 0.319)  -0.0293
N (0.696, -2.931, 1.839)  0.1563
H (0.133, 0.482, 6.716)  0.1163
C (-2.348, 1.688, -3.549)  -0.1876
C (0.572, -2.623, -3.373)  -0.0827
N (-1.150, -2.919, 0.508)  0.0097
H (5.317, 1.284, 1.771)  0.1085
C (0.301, -2.684, -4.758)  -0.3338
H (-0.970, 0.859, -6.530)  0.1330
H (-3.992, 3.168, -3.617)  0.1211
H (2.571, 0.202, 6.524)  0.1083
C (0.096, -2.286, 0.724)  -0.4995
C (-0.100, -0.205, -3.415)  -0.1134
C (-0.462, -0.276, -4.807)  -0.0753
C (-0.262, 0.024, 4.653)  -0.1562
H (-0.238, 2.557, 2.582)  0.1383
H (-2.633, 0.643, -3.462)  0.1591
C (-1.663, 0.183, 4.738)  -0.0226
H (-1.735, -3.257, -1.465)  0.0826

The orbital gap (alpha / beta) comes out at 5.05 / 5.07 eV. Its LUMO energy (alpha / beta) is -4.40 / -4.38 eV. The calculation puts the total energy at -154750.5585 eV. Its charge is +1. The value obtained for the relative energy (zero: lowest compared OMol25 entry of this formula, charge and spin) is 158.90 kcal/mol.

***

(3)
The following is a quantum chemistry calculation of a structure of composition C36H31AsN6PtS2, from the OMol25 dataset.

Each line ends with the Löwdin charge.
CARTESIAN COORDINATES (ANGSTROEM)
H (4.326, -2.546, 1.737)  0.1192
C (0.709, 0.245, -5.012)  -0.0146
C (-1.132, 4.295, -1.728)  -0.8180
C (1.640, 1.865, 3.023)  0.0107
As (-0.123, -1.337, -0.171)  1.3110
C (1.692, -3.316, -3.369)  -0.0515
H (-3.133, 4.433, -2.058)  0.1365
C (1.045, -1.863, 1.255)  -0.3392
N (-0.898, 5.580, -1.980)  0.1243
H (-5.660, -1.611, 1.348)  0.1213
C (0.710, -4.212, -3.774)  -0.0460
N (2.006, 1.083, -0.496)  -0.1920
H (-3.964, 3.451, 2.161)  0.1134
C (-1.307, 0.856, 3.196)  -0.0380
H (0.866, 2.110, 3.734)  0.1188
C (1.285, 1.516, 1.686)  -0.2171
C (4.022, 1.663, 2.479)  -0.0458
Pt (0.021, 1.001, -0.767)  0.9559
C (-0.775, -3.381, -2.071)  -0.0739
N (2.783, 0.907, -1.494)  0.1242
C (-3.224, 2.715, 2.449)  -0.0563
C (1.458, -2.462, 3.539)  -0.0470
H (1.090, -2.644, 4.541)  0.1192
C (-2.452, 1.021, 3.961)  -0.0500
H (3.192, 2.206, 4.402)  0.1242
H (2.651, -3.298, -3.869)  0.1178
H (-4.309, 2.071, 4.186)  0.1145
H (3.488, -2.936, 4.032)  0.1194
H (-2.570, 2.856, -1.587)  -0.0344
C (-2.080, 2.557, 1.684)  -0.0457
H (-2.586, 0.427, 4.855)  0.1155
H (-4.144, -3.425, 2.073)  0.1190
H (-0.560, 0.132, 3.492)  0.0990
C (2.794, 0.564, -3.867)  0.0233
H (-1.021, 0.326, -3.715)  0.0893
C (2.951, 1.926, 3.384)  -0.0175
C (3.276, -2.412, 1.964)  -0.0486
H (-0.476, -1.947, 2.781)  0.0869
H (-4.823, 0.232, -0.060)  0.1150
N (0.028, 1.439, 1.225)  -0.1050
H (2.220, -1.765, -2.002)  0.0773
C (0.213, -2.492, -1.664)  -0.3419
C (-4.150, -0.546, 0.277)  -0.0855
H (2.632, 0.224, -5.972)  0.1286
C (-4.617, -1.590, 1.060)  -0.0376
H (-1.741, -3.403, -1.583)  0.1058
H (-1.281, -4.938, -3.449)  0.1189
H (5.043, 1.716, 2.828)  0.1181
H (0.904, -4.890, -4.594)  0.1190
S (0.267, 3.372, -1.323)  0.7258
H (-1.628, 6.206, -2.282)  0.1335
C (1.446, -2.453, -2.314)  -0.1236
C (-0.517, -4.242, -3.130)  -0.0478
C (2.084, 0.705, -2.684)  -0.3459
H (-1.761, -3.362, 1.446)  0.1170
C (-3.418, 1.943, 3.586)  -0.0601
C (2.398, -2.030, 0.963)  -0.1023
C (-2.810, -0.507, -0.089)  -0.6221
H (-1.909, 3.178, 0.821)  0.0748
C (2.096, 0.333, -5.039)  -0.0093
N (-2.366, 3.830, -1.802)  0.1293
C (2.805, -2.628, 3.252)  -0.0427
C (2.382, 1.315, 0.778)  -0.2263
C (0.572, -2.072, 2.545)  -0.1074
C (0.055, 0.396, -3.807)  -0.1085
C (-1.947, -1.506, 0.365)  -0.4028
N (0.725, 0.619, -2.674)  -0.1147
C (-2.425, -2.568, 1.127)  -0.0941
H (4.514, 1.203, 0.449)  0.1213
H (0.137, 0.058, -5.908)  0.1239
H (0.040, 5.940, -1.928)  0.1111
H (3.870, 0.641, -3.840)  0.1316
C (3.742, 1.379, 1.185)  0.0022
S (-2.254, 0.720, -1.249)  0.6477
H (2.774, -1.882, -0.042)  0.0876
C (-3.766, -2.607, 1.476)  -0.0460
C (-1.123, 1.619, 2.048)  -0.2930

The orbital gap (alpha / beta) comes out at 5.93 / 5.93 eV. Its LUMO energy (alpha / beta) is -6.86 / -6.86 eV. The calculation puts the total energy at -132520.0582 eV. Its charge is +2. The value obtained for the relative energy (zero: lowest compared OMol25 entry of this formula, charge and spin) is 0.00 kcal/mol.